(1)
An isolated ion of composition C6H4NO2 and charge -1 at a distorted geometry, computed with ωB97M-V with the def2-TZVPD basis set.

Element x y z (Å)
C -1.00340 -0.19609 1.09343
C 0.37755 -0.03927 1.54719
C 0.90945 -0.37034 -0.85368
C 0.87151 0.80233 -1.36877
C -1.44585 -0.12110 -0.12872
C 1.39852 -0.19860 0.58697
N -2.09031 -0.41189 -1.15376
O 0.66727 1.80427 -1.99463
O 2.59902 0.04335 0.83299
H -1.74713 -0.49840 1.78594
H 0.53178 0.01101 2.58775
H 1.43066 -1.18105 -1.20940
H -2.49908 0.35578 -1.72532

LUMO level	3.93	eV
Kohn-Sham gap	0.223	hartree
net charge	-1

Atom charges from the natural (NBO) analysis, given in e for atoms 1 to 8: number 1, C, carries -0.39; number 2, C, carries -0.51; number 3, C, carries -0.64; number 4, C, carries 0.75; number 5, C, carries 0.35; number 6, C, carries 0.44; number 7, N, carries -0.73; number 8, O, carries -0.54

(2)
C30H55N4O2P2Pt as an isolated structure at a distorted geometry, computed with ωB97M-V with the def2-TZVPD basis set.

Element x y z (Å)
C -1.11688 -1.70213 -1.99317
C 0.67261 -2.34242 -0.53338
C -0.95508 -2.86263 -2.72716
C 0.90812 -3.48693 -1.26091
C 0.06175 -3.74168 -2.35438
H -1.60622 -3.00186 -3.58559
H 1.73035 -4.14204 -0.94716
H 0.21713 -4.65245 -2.92775
N -0.33489 -1.55854 -0.92781
P -1.45671 1.11723 -1.83222
P 0.50272 -1.00632 1.99383
C -2.08443 -0.56862 -2.33333
H -2.33188 -0.58520 -3.40540
H -3.02890 -0.72093 -1.78300
C 1.53371 -1.80173 0.57843
H 2.21978 -2.56470 0.95590
C 1.76128 -0.24696 3.22080
C -0.44265 -2.42807 2.79029
C -0.18154 1.58474 -3.17463
C -2.97372 2.25965 -1.97468
C 1.86291 1.27884 2.99387
H 1.02924 1.79931 3.48478
H 2.79350 1.64382 3.45469
H 1.87478 1.54990 1.92909
C 1.30233 -0.45122 4.67732
H 0.34420 0.04898 4.86255
H 1.23299 -1.51014 4.94772
H 2.05011 0.01351 5.33712
C 3.15575 -0.88482 3.04246
H 3.71737 -0.75774 3.98175
H 3.13447 -1.96237 2.84176
H 3.72669 -0.37957 2.25047
C -1.34931 -1.84062 3.92137
H -1.53894 -0.76399 3.81153
H -2.32124 -2.34806 3.90464
H -0.90497 -2.02774 4.90677
C -1.35891 -3.09135 1.73486
H -1.83822 -2.35586 1.09560
H -0.81932 -3.80161 1.10203
H -2.17084 -3.61464 2.25542
C 0.54728 -3.49210 3.34325
H 1.59724 -3.35945 3.05403
H 0.48394 -3.55987 4.43451
H 0.23581 -4.47071 2.94935
C -2.53362 3.68646 -1.58814
H -3.39696 4.36221 -1.69184
H -2.21270 3.73818 -0.53726
H -1.71668 4.07091 -2.21552
C -4.07962 1.79164 -1.00671
H -4.30459 0.72306 -1.10171
H -3.79414 2.00992 0.01827
H -4.99977 2.36490 -1.19787
C -3.61447 2.23520 -3.37360
H -3.56349 1.24021 -3.83446
H -4.68164 2.47521 -3.25319
H -3.19048 3.00103 -4.03554
C 0.62347 0.33217 -3.54207
H 0.03535 -0.39104 -4.12136
H 1.49172 0.62491 -4.14892
H 1.01164 -0.15060 -2.63456
C 0.77011 2.64837 -2.55219
H 1.73620 2.19242 -2.30598
H 0.93893 3.46608 -3.26655
H 0.39776 3.07420 -1.61048
C -0.78781 2.13335 -4.48854
H -1.54190 1.46345 -4.92145
H -1.19636 3.14484 -4.37237
H 0.02926 2.20685 -5.22285
Pt -0.52597 0.18589 0.17934
C -2.25315 -0.10138 0.90008
O -3.28385 -0.45208 1.34093
N 1.65042 0.57320 -0.24618
C 2.27820 -0.50550 -0.07117
C 3.79051 -0.63153 -0.57517
C 4.43273 -1.95246 -0.19061
C 3.75102 -0.53698 -2.09371
C 4.57828 0.56294 0.01025
H 4.47120 -2.08296 0.89661
H 3.91302 -2.80067 -0.65133
H 5.46714 -1.94633 -0.55789
H 3.34582 0.43892 -2.39420
H 4.76675 -0.63081 -2.49911
H 3.12517 -1.32812 -2.52771
H 5.53357 0.23265 0.43333
H 4.78070 1.28599 -0.78664
H 4.00966 1.10162 0.77747
N -4.01986 2.11505 2.42339
C -2.84548 2.57084 1.99847
N -2.60699 3.87786 1.88726
O -1.97350 1.81590 1.52594
H -4.64365 2.76187 2.82585
H -4.17965 1.12273 2.39719
H -1.69066 4.07217 1.56503
H -3.17304 4.59637 2.34183

LUMO level (spin up / spin down)	-2.77 / -3.35	eV
Kohn-Sham gap (spin up / spin down)	0.138 / 0.258	hartree
multiplicity	3
net charge	+1
⟨S²⟩	2.0241

Atom charges from the Mulliken analysis, given in e for atoms 1 to 8: number 1, C, carries 0.36; number 2, C, carries -0.96; number 3, C, carries -0.55; number 4, C, carries -0.25; number 5, C, carries -1.67; number 6, H, carries 0.58; number 7, H, carries 0.49; number 8, H, carries 0.39

| no. | E_tot (Ha) |
| --- | --- |
| 1 | -436.177630 |
| 2 | -2347.378651 |